DFT (wB97M-V/def2-TZVPD) results for a structure of composition C42H51BrCdGeNP2S3Sb.

Geometry (Å):
Sb (3.3494, 3.5697, -1.9669)
Cd (0.0296, -0.1113, -0.1383)
Br (-0.7319, -7.0291, -0.6671)
Ge (2.8012, -0.0116, -0.0055)
S (2.0254, 4.7494, -3.3438)
S (0.0496, 3.3389, -0.7006)
S (1.8653, 2.9456, -0.0871)
P (-0.5071, 1.1976, -2.7653)
P (-0.6614, 0.8966, 2.4036)
N (-2.1957, 0.6192, -0.3613)
C (-3.3374, 0.5271, 3.1507)
C (-5.1859, 1.0647, 1.7535)
C (-4.3643, -1.3112, -2.6822)
C (-2.4432, 0.6618, 2.0846)
C (-1.6343, 2.4735, 4.7178)
C (1.0121, 0.5012, -5.2160)
C (3.5124, 0.3441, 2.8733)
C (0.7620, -1.2607, -3.4442)
C (-2.4851, -0.4751, -3.8826)
C (-0.9622, -1.7848, 3.3032)
C (-0.9171, 3.6761, 2.6976)
C (3.7894, -2.3513, -1.4733)
C (-1.8912, 3.6209, -3.1967)
C (3.5931, -1.8511, -0.1873)
C (0.4276, -4.6048, 0.3145)
C (-2.7396, 0.1046, -1.5161)
C (4.0180, 1.0120, 3.9804)
C (0.1534, -0.2827, 4.9906)
C (4.3109, -4.0017, 0.6781)
C (3.8646, -2.7032, 0.8816)
C (-0.6694, 2.4246, 3.5346)
C (5.0443, 2.6177, 2.5286)
C (-2.0311, 0.2027, -2.7506)
C (4.7781, 2.1602, 3.8115)
C (-0.5935, -5.1288, -0.4521)
C (0.8332, 0.2420, -3.7203)
C (3.7448, 0.7955, 1.5734)
C (-1.5048, -4.3040, -1.0814)
C (-1.3566, -2.9255, -0.9552)
C (-3.9164, -0.6918, -1.5384)
C (0.5310, -3.2231, 0.4360)
C (-1.7170, 2.2083, -5.2119)
C (4.2336, -3.6470, -1.6902)
C (-0.9928, 2.6089, -3.9253)
C (4.5311, 1.9389, 1.4334)
C (-0.1008, -0.5383, 3.5057)
C (-4.3399, 1.1313, 0.6714)
C (-4.7027, 0.6761, 3.0003)
C (-2.9620, 0.7987, 0.7584)
C (-3.6538, -1.2106, -3.8755)
C (4.4917, -4.4814, -0.6113)
C (-0.3421, -2.3320, -0.1962)
H (-0.0477, 3.1002, -4.1741)
H (1.1421, -5.2555, 0.8035)
H (-1.3132, 4.2944, -2.5740)
H (-0.8860, 4.5660, 3.3329)
H (4.7571, 2.3043, 0.4361)
H (-2.0726, -2.3140, -1.4836)
H (1.7377, 0.6195, -3.2241)
H (-1.9043, -0.4321, -4.7951)
H (-2.6619, 2.4658, 4.3634)
H (-6.2387, 1.2888, 1.6239)
H (1.9860, 0.1123, -5.5244)
H (-0.4529, -2.6563, 3.7240)
H (-1.9293, -1.6822, 3.7950)
H (-1.8974, 3.6326, 2.2161)
H (-1.9097, 3.1140, -5.7929)
H (-1.4961, 1.6562, 5.4226)
H (0.8376, -1.4804, -2.3796)
H (1.3407, -2.8452, 1.0502)
H (-1.1372, -1.9793, 2.2449)
H (-5.3690, 0.5539, 3.8450)
H (0.2513, -0.0178, -5.8013)
H (-4.4336, -0.8810, -0.6098)
H (0.8765, -0.7518, 3.0638)
H (-4.7302, 1.4237, -0.2946)
H (3.7387, 0.6095, -1.1230)
H (4.5170, -4.6475, 1.5243)
H (3.7294, -2.3478, 1.8985)
H (4.8343, -5.4960, -0.7738)
H (-5.2587, -1.9221, -2.6364)
H (-0.7732, -0.2892, 5.5669)
H (-2.3112, -4.7135, -1.6769)
H (5.6556, 3.5010, 2.3840)
H (4.3786, -4.0135, -2.7001)
H (0.6712, 0.6613, 5.1671)
H (3.8103, 0.6439, 4.9789)
H (0.9903, 1.5642, -5.4563)
H (-2.6780, 1.7488, -4.9830)
H (-2.9399, 0.3004, 4.1306)
H (0.7899, -1.0798, 5.3851)
H (1.5855, -1.7706, -3.9510)
H (0.3591, 2.4620, 3.9111)
H (-2.4279, 4.2285, -3.9289)
H (-3.9972, -1.7141, -4.7701)
H (2.9202, -0.5512, 3.0276)
H (-2.6317, 3.1127, -2.5712)
H (-0.1728, -1.6877, -3.8034)
H (-1.1489, 1.5266, -5.8395)
H (5.1604, 2.6918, 4.6744)
H (3.5851, -1.7077, -2.3248)
H (-0.1669, 3.7932, 1.9276)
H (-1.4814, 3.4140, 5.2542)

Output
- 2S+1 = 2
- HOMO-LUMO gap (spin up / spin down) (eV) = 4.8 / 4.5
- net charge = -1
- HOMO (spin up / spin down) (eV) = -4.3 / -4.3
- molar mass (g/mol) = 1114.712
- calculated total energy (eV) = -234616.4890
- E_LUMO (spin up / spin down) (eV) = 0.4749 / 0.2216
- largest force on an atom (eV/Å) = 0.858

***

DFT (wB97M-V/def2-TZVPD) results for an isolated molecule of H6N3P.

Geometry (Å):
P (0.2682, 0.5014, -0.4218)
N (0.0014, 1.1094, 1.1147)
N (-1.4956, -0.6396, -0.8062)
N (1.2194, -0.8753, 0.0117)
H (-0.7640, 1.7988, 1.1353)
H (1.8815, -1.3865, -0.6365)
H (-1.1352, -1.1591, -1.5794)
H (1.3361, -1.1451, 0.9359)
H (0.8227, 1.6727, 1.4684)
H (-2.1345, 0.1234, -1.2219)

Output
- 2S+1 = 1
- HOMO-LUMO gap (eV) = 9.0
- SMILES = NP(N)N
- net charge = 0
- HOMO (eV) = -7.9
- molar mass (g/mol) = 79.043
- calculated total energy (eV) = -13855.9658
- E_LUMO (eV) = 1.1037
- largest force on an atom (eV/Å) = 4.389

***

DFT (wB97M-V/def2-TZVPD) results for a structure of composition C42H46AlCl3N4OP2Si2.

Geometry (Å):
Cl (-4.4604, 5.8800, -3.0126)
Cl (-0.1471, 2.9134, -4.2236)
Cl (-1.7471, 3.4096, 0.9110)
P (0.1328, 0.0743, 1.9417)
P (-1.2530, -1.1714, -0.4434)
Si (2.4127, 2.1178, 1.9534)
Si (-0.2242, -1.1588, -3.2868)
Al (0.4215, 0.8178, -0.5342)
O (-0.1298, 2.2872, -1.3440)
N (-0.1532, -0.7456, -1.5910)
N (2.9094, -1.1627, -0.7248)
N (2.2686, 0.9327, -1.5220)
N (1.3407, 0.9467, 1.2271)
C (-1.7912, 1.3701, 3.4529)
C (-3.5137, 0.2148, -1.1534)
C (1.3535, -0.6667, -4.1639)
C (2.5519, 2.0114, -2.2795)
C (0.1293, -3.5731, -0.1913)
C (-4.7303, 0.4148, -1.7853)
C (0.2463, 0.8853, 4.6330)
C (-4.8155, -1.9190, -2.3585)
C (4.6570, 1.1392, -2.9292)
C (-2.2991, 1.9898, 4.5870)
C (0.4036, -3.6145, 3.6451)
C (3.7102, 2.1606, -2.9964)
C (0.8175, -1.4864, 2.5861)
C (-1.5301, 2.0659, 5.7390)
C (-2.2894, 4.3275, -3.4490)
C (4.4007, 0.0375, -2.1562)
C (-0.2603, 1.5025, 5.7653)
C (-3.0006, 4.5479, -1.1676)
C (-5.3822, -0.6527, -2.3894)
C (-1.9178, -4.8740, 1.1570)
C (-0.7151, -5.5280, 0.9234)
C (-1.0193, -0.0392, 0.7524)
C (-1.6498, -0.3366, -4.1814)
C (-3.5889, -2.1162, -1.7394)
C (-0.0565, -2.3915, 3.1896)
C (1.4877, 3.6366, 2.5321)
C (-2.9279, -1.0495, -1.1361)
C (2.6244, -3.0524, 2.9229)
C (-1.0880, 3.1130, -1.6900)
C (3.6978, 2.7000, 0.7226)
C (1.7469, -3.9474, 3.5119)
C (0.3109, -4.8739, 0.2572)
C (3.3969, 1.4376, 3.4208)
C (-2.0937, -3.5699, 0.7218)
C (2.1593, -1.8262, 2.4607)
C (-1.9718, 3.7088, -0.7757)
C (-0.5060, 0.8401, 3.4607)
C (-0.4039, -3.0128, -3.5208)
C (-3.1630, 4.8388, -2.5080)
C (-1.0757, -2.9145, 0.0306)
C (3.1858, -0.0478, -1.4554)
C (-1.2692, 3.4928, -3.0322)
H (2.8466, -1.1165, 2.0192)
H (5.5875, 1.2118, -3.4774)
H (1.2555, -0.9729, -5.2097)
H (4.3879, 3.3514, 1.2675)
H (3.2802, 3.2839, -0.0967)
H (-2.3795, 1.2813, 2.5478)
H (3.6782, -1.7695, -0.4996)
H (-1.9250, 2.5496, 6.6235)
H (1.7837, 2.7686, -2.2903)
H (2.1058, -4.9037, 3.8711)
H (1.2258, 0.4264, 4.6669)
H (0.9965, 4.1415, 1.6982)
H (3.8688, 3.0504, -3.5869)
H (-1.6966, 0.7288, -3.9534)
H (0.4089, -3.5663, -3.0468)
H (4.2849, 1.8810, 0.2994)
H (-1.1044, -2.1326, 3.2946)
H (-0.3860, -3.2396, -4.5909)
H (2.1851, 4.3411, 2.9948)
H (5.1091, -0.7769, -2.0802)
H (-3.1457, -3.1046, -1.7332)
H (-5.1719, 1.4035, -1.8041)
H (-0.5774, -6.5465, 1.2644)
H (2.2287, -1.1752, -3.7544)
H (0.7216, 3.3886, 3.2697)
H (-0.2854, -4.3135, 4.1017)
H (-2.7183, -5.3800, 1.6822)
H (-3.6597, 4.9726, -0.4243)
H (3.1194, 1.9525, 4.3432)
H (1.2525, -5.3791, 0.0812)
H (-1.5027, -0.4372, -5.2611)
H (-3.2976, 2.4077, 4.5715)
H (-5.3249, -2.7531, -2.8243)
H (-1.3457, -3.3982, -3.1232)
H (-2.3927, 4.5755, -4.4954)
H (-2.6159, -0.7766, -3.9333)
H (-3.0297, -3.0576, 0.9144)
H (3.6746, -3.3019, 2.8314)
H (0.3313, 1.5382, 6.6714)
H (-3.0036, 1.0338, -0.6580)
H (2.1872, -1.1047, -0.0244)
H (-6.3345, -0.4981, -2.8805)
H (1.5349, 0.4079, -4.1515)
H (4.4631, 1.6157, 3.2587)
H (0.9186, -3.0603, -0.7278)
H (3.2696, 0.3688, 3.5902)

Output
- 2S+1 = 1
- HOMO-LUMO gap (eV) = 8.0
- net charge = 0
- HOMO (eV) = -7.6
- molar mass (g/mol) = 874.318
- calculated total energy (eV) = -130816.0022
- E_LUMO (eV) = 0.4267
- largest force on an atom (eV/Å) = 0.327

***

DFT (wB97M-V/def2-TZVPD) results for an isolated molecule of CH3NOP2S.

Geometry (Å):
S (-0.3807, -1.3286, -1.0171)
P (-1.9711, -1.5607, 0.3341)
P (-2.2926, 1.4477, -0.1944)
O (-2.7534, -0.0931, 0.1818)
N (-0.8012, 1.4314, -0.5844)
C (0.1718, 0.4550, -0.6933)
H (0.8007, 0.4230, 0.2008)
H (-1.2362, -1.1678, 1.4773)
H (0.8030, 0.6549, -1.5619)

Output
- 2S+1 = 1
- HOMO-LUMO gap (eV) = 9.3
- SMILES = C1N=POPS1
- net charge = 0
- HOMO (eV) = -9.3
- molar mass (g/mol) = 139.056
- calculated total energy (eV) = -34036.5346
- E_LUMO (eV) = -0.0926
- largest force on an atom (eV/Å) = 1.730

***

DFT (wB97M-V/def2-TZVPD) results for a cluster of 13 separate species, H26O13 in total.

Geometry (Å):
O (-1.0266, 1.2839, 4.0095)
O (2.2139, -0.2277, -2.6531)
O (-1.6204, -2.5640, 0.1486)
O (3.2216, 1.5726, -0.6541)
O (1.2499, 2.6937, 2.3613)
O (0.3686, -0.2027, -0.4683)
O (2.6910, -2.4089, 0.0130)
O (0.1042, -3.1615, 2.2531)
O (0.5265, -0.4018, 2.2901)
O (-2.5901, 1.9169, 0.7429)
O (-2.9261, 1.1381, -2.0158)
O (-1.1004, -1.3640, -2.8103)
O (-0.5550, 2.3706, -2.9229)
H (-2.4253, -3.0439, -0.0775)
H (2.0794, -1.6993, -0.2305)
H (-0.2348, 3.1356, -3.4136)
H (-1.5755, -0.8038, -3.4348)
H (-1.5606, -2.2111, -2.8450)
H (0.2385, -4.1094, 2.3507)
H (-0.4019, -3.0458, 1.4139)
H (2.8148, 0.0721, -1.9458)
H (1.4835, -0.3375, 2.4192)
H (-1.5128, 0.5858, 4.4588)
H (1.0122, 1.7810, 2.5508)
H (0.3503, -1.3699, 2.2520)
H (-1.3584, -2.1019, -0.6668)
H (2.2399, -2.8893, 0.7181)
H (4.0053, 1.4283, -0.1095)
H (0.1275, 1.6923, -3.0479)
H (1.3456, -0.2211, -2.2351)
H (-3.4181, 0.9739, -2.8255)
H (-2.0719, 1.5315, -2.3126)
H (2.4930, 1.6774, -0.0248)
H (0.2457, -0.2366, 0.5105)
H (-0.6543, 0.8621, 3.2176)
H (-2.2584, 2.8210, 0.7543)
H (1.4471, 3.0763, 3.2234)
H (-2.5095, 1.6267, -0.1812)
H (-0.4584, 0.1602, -0.8127)

Output
- 2S+1 = 1
- HOMO-LUMO gap (eV) = 10.3
- net charge = 0
- HOMO (eV) = -10.4
- molar mass (g/mol) = 234.195
- calculated total energy (eV) = -27040.4388
- E_LUMO (eV) = -0.1320
- largest force on an atom (eV/Å) = 0.867

***

DFT (wB97M-V/def2-TZVPD) results for an isolated molecule of C2H4OS.

Geometry (Å):
S (-1.7937, 0.7401, 0.2837)
O (1.7426, 1.0618, 0.5650)
C (-0.5400, -0.5158, -0.0846)
C (1.2160, 0.0444, 0.1834)
H (-1.2848, 1.7413, -0.4557)
H (-0.4482, -0.7496, -1.0700)
H (-0.5861, -1.3953, 0.6677)
H (1.6942, -0.9269, -0.0895)

Output
- 2S+1 = 1
- HOMO-LUMO gap (eV) = 9.6
- SMILES = O=CCS
- net charge = 0
- HOMO (eV) = -8.9
- molar mass (g/mol) = 76.120
- calculated total energy (eV) = -15019.5941
- E_LUMO (eV) = 0.7707
- largest force on an atom (eV/Å) = 5.901